[1]
{"formula": "C3H6Cl2S2", "method": "the ωB97M-V functional and the def2-TZVPD basis", "e_homo_ev": [-9.330, -7.947], "orbital_gap_ha": [0.32788, 0.22133], "lumo_ha": [-0.0150, -0.0707], "multiplicity": 1, "species": ["C", "C", "C", "S", "S", "Cl", "Cl", "H", "H", "H", "H", "H", "H"], "coordinates": [[-1.152, 0.562, 0.718], [-1.993, 0.545, -0.532], [2.581, -0.262, 0.190], [1.683, -1.614, 0.797], [0.055, 1.973, 0.628], [-2.051, -1.257, -1.254], [2.839, -0.170, -1.527], [-1.626, 0.474, 1.765], [-0.390, -0.361, 0.625], [-3.051, 0.877, -0.615], [-1.465, 1.197, -1.399], [3.111, 0.266, 0.909], [1.460, -2.230, -0.305]], "forces_ev_per_angstrom": [[1.987, -0.695, 0.880], [0.284, 0.250, -3.497], [-1.779, -1.540, -1.762], [0.573, 1.023, 1.663], [-0.600, -1.061, 0.448], [-0.043, 1.632, 0.669], [0.155, 0.253, 1.097], [0.433, 0.204, -1.895], [-1.568, 1.753, 0.351], [0.721, -0.402, 0.944], [-0.973, -1.852, 2.087], [1.088, 1.143, 0.650], [-0.278, -0.709, -1.634]], "mulliken_charge": [-0.045, -0.428, -0.268, -0.178, -0.144, -0.258, -0.118, 0.331, -0.129, 0.345, 0.268, 0.454, 0.170]}



[2]
{"formula": "C3H6ClF", "method": "the ωB97M-V functional and the def2-TZVPD basis", "e_homo_ev": -10.754, "orbital_gap_ha": 0.40588, "lumo_ha": 0.0107, "multiplicity": 1, "species": ["C", "C", "C", "H", "H", "H", "H", "H", "H", "F", "Cl"], "coordinates": [[0.565, 0.965, 0.027], [0.463, -0.315, -0.492], [-0.614, -0.902, 0.314], [-0.722, 1.497, 0.736], [1.420, 0.577, 1.008], [0.806, 1.892, -1.240], [0.197, -0.418, -1.515], [-0.769, -0.297, 1.393], [-0.968, -1.910, 0.492], [1.875, -0.837, -0.358], [-2.252, -0.253, -0.366]], "forces_ev_per_angstrom": [[0.100, 7.051, 2.243], [1.184, -3.197, -1.027], [-4.058, 0.703, 4.478], [4.161, -1.393, -2.479], [-2.216, 2.639, -2.852], [-0.113, -2.255, 4.305], [0.270, -0.171, -1.003], [1.227, -2.163, -2.610], [1.201, -0.528, -0.472], [-2.571, -0.338, -0.292], [0.815, -0.347, -0.291]], "mulliken_charge": [-0.989, 0.515, -0.827, 0.246, 0.303, 0.247, 0.366, 0.264, 0.359, -0.334, -0.152]}



[3]
{"formula": "C3H6ClF", "method": "the ωB97M-V functional and the def2-TZVPD basis", "e_homo_ev": -11.008, "orbital_gap_ha": 0.43532, "lumo_ha": 0.0308, "multiplicity": 1, "species": ["C", "C", "C", "H", "H", "H", "H", "H", "H", "F", "Cl"], "coordinates": [[0.208, -1.043, 0.805], [-0.108, -0.097, -0.410], [0.198, 1.168, -0.373], [-0.236, -0.451, 1.649], [-0.266, -1.874, 0.683], [1.302, -1.398, 0.712], [1.217, 1.294, -0.513], [-0.494, 1.551, 0.542], [-0.424, 1.831, -0.898], [-1.607, 0.214, -0.382], [0.210, -1.195, -1.816]], "forces_ev_per_angstrom": [[2.955, 5.887, -0.375], [-5.263, -9.032, 0.628], [0.703, 8.254, 2.624], [1.317, -0.913, -0.078], [-3.412, -4.963, -0.744], [-1.411, 1.349, 0.902], [2.071, 1.340, 0.555], [3.085, -0.657, -0.532], [-0.094, 0.458, -2.515], [0.164, -2.734, -0.155], [-0.116, 1.012, -0.310]], "mulliken_charge": [-1.157, 0.904, -1.284, 0.251, 0.452, 0.321, 0.351, 0.278, 0.426, -0.339, -0.204]}



[4]
{"formula": "C3H6ClFIN", "method": "the ωB97M-V functional and the def2-TZVPD basis", "e_homo_ev": -8.989, "orbital_gap_ha": 0.31580, "lumo_ha": -0.0145, "multiplicity": 1, "species": ["C", "C", "C", "N", "F", "Cl", "I", "H", "H", "H", "H", "H", "H"], "coordinates": [[0.437, 0.669, -0.127], [-2.639, 0.479, 0.695], [0.302, -0.460, 0.872], [-3.230, 0.403, -0.371], [1.498, -0.888, 1.305], [-5.127, 0.609, -0.580], [-0.838, -2.142, 0.133], [0.919, 1.522, 0.374], [-0.561, 1.104, -0.312], [0.970, 0.288, -1.089], [-3.205, 0.807, 1.567], [-0.345, -0.045, 1.692], [-2.952, 0.084, -1.421]], "forces_ev_per_angstrom": [[0.351, -0.417, -1.362], [0.148, 0.495, 0.175], [-1.681, 1.452, 0.286], [-0.157, -0.996, -3.459], [0.536, -0.245, 0.323], [-0.060, 0.078, -0.100], [0.404, -0.153, -0.085], [0.606, -0.474, -0.259], [0.442, -0.705, -0.387], [-0.886, 1.072, 1.656], [-0.068, -0.195, -0.041], [0.839, -0.858, -0.348], [-0.474, 0.945, 3.600]], "mulliken_charge": [-0.856, -0.187, 0.012, -0.195, -0.247, -0.227, 0.001, 0.327, 0.277, 0.283, 0.182, 0.275, 0.354]}



[5]
{"formula": "C3H6ClIS", "method": "the ωB97M-V functional and the def2-TZVPD basis", "e_homo_ev": -8.650, "orbital_gap_ha": 0.33209, "lumo_ha": 0.0142, "multiplicity": 1, "species": ["C", "C", "C", "S", "Cl", "I", "H", "H", "H", "H", "H", "H"], "coordinates": [[1.336, -0.496, -0.145], [-1.392, 0.737, -0.423], [-0.772, -0.513, 0.066], [1.853, 1.178, -0.051], [-1.175, 0.850, -2.196], [-1.075, -0.843, 2.149], [1.468, -0.882, -1.143], [1.667, -1.125, 0.661], [-2.474, 0.740, -0.239], [-0.941, 1.627, 0.028], [-1.029, -1.409, -0.481], [1.706, 1.319, 1.271]], "forces_ev_per_angstrom": [[-3.847, 0.705, 0.214], [-0.286, 0.273, 0.049], [3.705, -0.765, 0.088], [0.243, 0.164, -0.064], [0.047, 0.026, -0.025], [-0.046, 0.148, -0.285], [0.097, -0.140, -0.128], [0.004, -0.264, 0.127], [0.299, 0.060, -0.004], [-0.018, -0.143, -0.105], [-0.213, -0.032, 0.028], [0.015, -0.031, 0.105]], "mulliken_charge": [-0.632, -0.443, -0.725, -0.158, -0.187, 0.058, 0.338, 0.422, 0.389, 0.333, 0.473, 0.133]}



[6]
{"formula": "C3H6ClN", "method": "the ωB97M-V functional and the def2-TZVPD basis", "e_homo_ev": -9.443, "orbital_gap_ha": 0.38131, "lumo_ha": 0.0343, "multiplicity": 1, "species": ["C", "C", "C", "H", "H", "H", "H", "H", "H", "N", "Cl"], "coordinates": [[1.087, 0.260, 0.526], [-0.341, 0.525, 0.108], [-0.680, 1.774, -0.169], [2.426, -1.326, 0.025], [2.417, 0.118, -0.969], [1.535, 1.239, 0.830], [1.088, -0.336, 1.462], [-1.621, 2.237, -0.500], [0.107, 2.481, -0.233], [1.837, -0.528, -0.439], [-1.130, -0.945, -0.020]], "forces_ev_per_angstrom": [[0.537, -0.017, 1.603], [1.886, 0.880, 0.023], [-1.473, 0.155, -0.762], [-1.387, 2.442, -1.301], [0.193, -0.674, -0.023], [-0.025, -0.663, -0.516], [-0.362, 0.400, -0.311], [0.108, -0.977, 0.225], [0.796, 0.535, 0.488], [1.417, -1.264, 0.737], [-1.689, -0.816, -0.163]], "mulliken_charge": [-0.581, 0.519, -0.823, 0.232, 0.219, 0.306, 0.324, 0.295, 0.218, -0.533, -0.175]}



[7]
{"formula": "C3H6ClN", "method": "the ωB97M-V functional and the def2-TZVPD basis", "e_homo_ev": -9.841, "orbital_gap_ha": 0.39854, "lumo_ha": 0.0369, "multiplicity": 1, "species": ["C", "C", "C", "N", "Cl", "H", "H", "H", "H", "H", "H"], "coordinates": [[1.562, 0.865, 0.080], [-1.796, -0.516, 0.074], [-0.351, -0.490, -0.120], [0.215, 0.512, 0.281], [2.867, -0.385, -0.235], [1.815, 1.420, 1.034], [1.766, 1.411, -0.822], [-2.247, -0.943, -0.819], [-1.970, -1.127, 0.885], [-2.183, 0.516, 0.301], [0.323, -1.262, -0.658]], "forces_ev_per_angstrom": [[0.729, 0.554, 1.807], [-0.764, 1.120, -1.660], [1.199, -2.279, -1.787], [1.809, 3.065, 0.410], [-0.219, -0.626, 0.383], [0.441, -0.593, -1.432], [-0.741, 0.927, -0.023], [-0.452, 0.009, 0.089], [-0.896, -1.546, 1.821], [0.476, -1.119, -0.371], [-1.582, 0.488, 0.762]], "mulliken_charge": [-0.251, -0.924, 0.051, -0.323, -0.242, 0.310, 0.249, 0.295, 0.278, 0.258, 0.299]}



[8]
{"formula": "C3H6ClNO", "method": "the ωB97M-V functional and the def2-TZVPD basis", "e_homo_ev": [-8.867, -8.020], "orbital_gap_ha": [0.30222, 0.26527], "lumo_ha": [-0.0236, -0.0295], "multiplicity": 1, "species": ["C", "C", "C", "N", "O", "Cl", "H", "H", "H", "H", "H", "H"], "coordinates": [[0.979, 1.031, 0.108], [-0.009, 2.070, 0.069], [-0.005, -1.871, 0.062], [2.160, 0.813, 0.100], [-0.572, -0.645, 0.166], [3.120, -0.572, 0.135], [-0.747, 1.862, 0.843], [0.431, 3.059, 0.199], [-0.530, 2.007, -0.885], [0.591, -1.995, -0.860], [-0.813, -2.620, 0.017], [0.626, -2.132, 0.932]], "forces_ev_per_angstrom": [[-0.949, -2.841, 0.048], [-0.662, 0.518, 0.027], [0.550, -0.909, -0.077], [0.280, 0.452, -0.003], [1.087, 2.928, 0.042], [-0.378, 0.109, 0.018], [0.029, 0.030, -0.002], [0.077, -0.045, -0.001], [0.006, 0.001, -0.018], [-0.026, -0.120, 0.147], [0.029, -0.038, -0.004], [-0.041, -0.085, -0.177]], "mulliken_charge": [0.759, -0.956, -0.589, -0.298, -0.554, 0.011, 0.293, 0.341, 0.274, 0.231, 0.253, 0.234]}



[9]
{"formula": "C3H6ClNO", "method": "the ωB97M-V functional and the def2-TZVPD basis", "e_homo_ev": -8.617, "orbital_gap_ha": 0.33872, "lumo_ha": 0.0221, "multiplicity": 1, "species": ["C", "C", "C", "H", "H", "H", "H", "H", "H", "N", "O", "Cl"], "coordinates": [[0.360, -0.074, 0.613], [-0.332, 0.830, -0.341], [-0.653, -0.613, -0.415], [1.722, -0.622, -1.031], [1.936, -1.471, 0.654], [0.278, 0.033, 1.733], [0.460, 1.255, -1.026], [-1.762, 2.306, 0.624], [0.042, -1.401, -1.114], [1.742, -0.567, 0.117], [-1.592, 1.318, 0.082], [-2.200, -0.991, 0.105]], "forces_ev_per_angstrom": [[1.629, -1.587, -0.203], [0.832, 0.865, -0.083], [3.885, -2.896, -0.709], [0.219, -0.415, 4.203], [-0.344, 1.446, -1.814], [-0.192, -0.433, -1.521], [-1.831, 0.474, 0.180], [1.847, -4.167, -2.487], [-3.019, 2.226, 1.653], [-0.972, 0.636, -0.806], [-0.109, 6.236, 1.681], [-1.947, -2.386, -0.095]], "mulliken_charge": [-0.113, 0.004, -0.076, 0.305, 0.264, 0.328, 0.237, 0.326, 0.152, -0.689, -0.546, -0.192]}



[10]
{"formula": "C3H6ClNO", "method": "the ωB97M-V functional and the def2-TZVPD basis", "e_homo_ev": -9.191, "orbital_gap_ha": 0.36554, "lumo_ha": 0.0278, "multiplicity": 1, "species": ["C", "C", "C", "H", "H", "H", "H", "H", "H", "N", "O", "Cl"], "coordinates": [[-0.164, -0.342, -0.451], [-0.157, 0.939, 0.361], [0.837, -0.256, 0.496], [-1.781, -0.907, 0.555], [-0.761, -2.166, 0.058], [0.291, -0.348, -1.525], [-0.749, 1.320, 1.178], [0.088, 1.911, -1.348], [0.782, -0.662, 1.377], [-1.317, -1.137, -0.323], [0.390, 1.980, -0.237], [2.541, -0.331, -0.139]], "forces_ev_per_angstrom": [[-2.348, 1.011, -3.214], [1.985, -1.752, -0.941], [3.299, 2.269, -1.227], [-0.098, 0.174, -0.216], [-2.687, 3.094, -1.659], [-1.192, 0.608, 1.720], [-0.654, -1.269, 0.455], [1.503, 0.721, 5.014], [-0.212, -2.831, 4.582], [1.656, -5.663, 2.058], [-0.202, 3.099, -7.215], [-1.050, 0.539, 0.643]], "mulliken_charge": [-0.442, -0.226, -0.111, 0.320, 0.312, 0.372, 0.365, 0.355, 0.528, -0.729, -0.532, -0.212]}



Here are the calculated energy relative to the best compared isomer or geometry (same formula, charge and spin) numbers, same order: 3.535, 6.524, 2.800, 1.636, 0.681, 0.526, 0.363, 5.376, 4.986, 4.506 (eV).
Here are the calculated strongest force on any atom numbers, same order: 3.52, 7.40, 10.47, 3.75, 3.92, 3.10, 3.58, 3.12, 6.46, 7.85 (eV Å⁻¹).